#P
The following is a quantum chemistry calculation of a 2-piece molecular cluster, CH6NO overall, from the Open Molecules 2025 dataset.

Calculated values
HOMO	-2.38	eV
LUMO	4.76	eV
frontier orbital gap	0.262	hartree
net charge	-1

Each atom is followed by the atoms it is bonded to, with distances in Å.
CARTESIAN COORDINATES (ANGSTROEM)
1 O -0.89575 1.93765 -0.17835  H2 0.947
2 H -1.36808 2.68905 0.15092  O1 0.947
3 C 0.20752 -0.69537 -0.53127  N4 1.507, H5 1.042, H6 1.119, H7 1.204
4 N 0.84452 -0.75146 0.83373  C3 1.507, H8 0.974, H9 1.038
5 H -0.75828 -0.30770 -0.59163  C3 1.042
6 H 0.34633 -1.72482 -0.94714  C3 1.119
7 H 0.83113 0.09111 -1.19553  C3 1.204
8 H 0.66047 0.13361 1.19688  N4 0.974
9 H 0.13213 -1.37208 1.26240  N4 1.038

Löwdin population analysis, charges in e, atoms 1 to 2:
1. O -0.60
2. H -0.24

#Q
The following is a quantum chemistry calculation of a 2-piece molecular cluster, CH6NO overall, from the Open Molecules 2025 dataset.

Calculated values
HOMO	-2.79	eV
LUMO	4.83	eV
frontier orbital gap	0.280	hartree
net charge	-1

Each atom is followed by the atoms it is bonded to, with distances in Å.
CARTESIAN COORDINATES (ANGSTROEM)
1 O -1.24101 -0.95491 1.07555  H2 0.976
2 H -1.51735 -1.81931 1.43539  O1 0.976
3 C 0.45890 0.99849 -1.00760  N4 1.443, H5 1.100, H6 1.089, H7 1.090
4 N 0.90711 0.08984 0.02010  C3 1.443, H8 1.013, H9 1.106
5 H 0.64585 0.67583 -2.04226  C3 1.100
6 H 1.00541 1.93945 -0.95548  C3 1.089
7 H -0.61639 1.17130 -0.96081  C3 1.090
8 H 1.33005 -0.75220 -0.35151  N4 1.013
9 H 0.05172 -0.43998 0.47830  N4 1.106

Löwdin population analysis, charges in e, atoms 1 to 2:
1. O -0.55
2. H -0.15

Order from most stable to least stable according to the calculation: #Q, #P

#P
The following is a quantum chemistry calculation of a 2-piece molecular cluster, C3H7N2OS overall, from the Open Molecules 2025 dataset.

Calculated values
HOMO	-3.02	eV
LUMO	0.39	eV
frontier orbital gap	0.125	hartree
net charge	-1

Each atom is followed by the atoms it is bonded to, with distances in Å.
CARTESIAN COORDINATES (ANGSTROEM)
1 N -0.40458 -0.97471 0.89213  C2 1.454, H8 1.036, H9 1.079
2 C -0.11043 0.39688 0.50948  N1 1.454, C3 1.635, C5 1.541, H10 1.132
3 C 1.39458 0.68319 -0.06032  C2 1.635, C5 1.659, H11 1.045, H12 1.125
4 S -1.79558 -2.05875 3.41249  no bonds
5 C 0.01155 0.82387 -0.96640  C2 1.541, C3 1.659, N6 1.480, O7 1.289
6 N -0.34742 -0.27247 -1.89285  C5 1.480, H13 1.031, H14 0.935
7 O -0.13314 2.01218 -1.44381  C5 1.289
8 H -0.83924 -1.05382 1.82873  N1 1.036
9 H 0.45838 -1.60593 1.03615  N1 1.079
10 H -0.48135 1.25109 1.15375  C2 1.132
11 H 1.70619 1.62764 0.26016  C3 1.045
12 H 2.21344 0.02607 -0.46412  C3 1.125
13 H -0.78256 0.07157 -2.76166  N6 1.031
14 H -0.88982 -0.92681 -1.50372  N6 0.935

Löwdin population analysis, charges in e, atoms 1 to 2:
1. N -0.01
2. C -0.24

#Q
The following is a quantum chemistry calculation of a 2-piece molecular cluster, C3H7N2OS overall, from the Open Molecules 2025 dataset.

Calculated values
HOMO (alpha / beta)	-1.89 / -2.57	eV
LUMO (alpha / beta)	3.64 / 3.57	eV
frontier orbital gap (alpha / beta)	0.203 / 0.226	hartree
net charge	-1

Each atom is followed by the atoms it is bonded to, with distances in Å.
CARTESIAN COORDINATES (ANGSTROEM)
1 C -1.94545 0.36090 0.17388  O6 1.183, S7 1.670
2 C 0.63627 -1.38432 1.00262  N4 1.447, H8 1.133, H9 1.149, H10 1.103
3 C 0.40013 1.42539 -0.90671  N5 1.366, H11 1.138, H12 1.138, H13 1.076
4 N 1.20748 -0.34529 0.17266  C2 1.447, N5 1.396, H14 1.036
5 N 0.45885 0.82358 0.31837  C3 1.366, N4 1.396
6 O -2.55435 0.67678 1.13827  C1 1.183
7 S -2.18454 -0.49934 -1.23752  C1 1.670
8 H 0.87872 -1.19209 2.09239  C2 1.133
9 H -0.48254 -1.41226 0.74443  C2 1.149
10 H 1.00459 -2.39911 0.77735  C2 1.103
11 H -0.14829 0.83106 -1.70669  C3 1.138
12 H 0.00185 2.45198 -0.61826  C3 1.138
13 H 1.43783 1.45332 -1.19129  C3 1.076
14 H 1.28945 -0.79058 -0.75952  N4 1.036

Löwdin population analysis, charges in e, atoms 1 to 2:
1. C -0.87
2. C -0.19

Order from most stable to least stable according to the calculation: #Q, #P

#P
The following is a quantum chemistry calculation of a 2-piece molecular cluster, C2H9N2O overall, from the Open Molecules 2025 dataset.

Calculated values
HOMO	-2.53	eV
LUMO	4.28	eV
frontier orbital gap	0.250	hartree
net charge	-1

Each atom is followed by the atoms it is bonded to, with distances in Å.
CARTESIAN COORDINATES (ANGSTROEM)
1 C 1.42062 0.81863 0.13105  N2 1.480, H5 1.095, H6 1.097, H7 1.108
2 N 1.12994 -0.51210 0.70971  C1 1.480, C3 1.564, H8 1.022
3 C 0.52115 -1.30464 -0.49358  N2 1.564, O4 1.305, H9 1.172, H10 1.107
4 O 1.10460 -1.10378 -1.64375  C3 1.305
5 H 2.18015 0.69602 -0.64821  C1 1.095
6 H 1.76620 1.52100 0.90009  C1 1.097
7 H 0.50215 1.18038 -0.37266  C1 1.108
8 H 1.98439 -1.03328 0.91676  N2 1.022
9 H -0.60909 -0.99606 -0.44978  C3 1.172
10 H 0.53594 -2.35200 -0.13593  C3 1.107
11 N -2.54870 1.02738 0.19373  H12 1.030, H13 1.006, H14 1.007
12 H -3.00092 1.00178 1.11925  N11 1.030
13 H -3.21743 0.66492 -0.46512  N11 1.006
14 H -1.76900 0.39176 0.23844  N11 1.007

Löwdin population analysis, charges in e, atoms 1 to 2:
1. C -0.21
2. N -0.15

#Q
The following is a quantum chemistry calculation of a 2-piece molecular cluster, C2H9N2O overall, from the Open Molecules 2025 dataset.

Calculated values
HOMO	-2.69	eV
LUMO	4.67	eV
frontier orbital gap	0.270	hartree
net charge	-1

Each atom is followed by the atoms it is bonded to, with distances in Å.
CARTESIAN COORDINATES (ANGSTROEM)
1 C -1.45417 -0.74270 1.62319  O2 1.346, H3 1.125, H4 1.140, H5 1.240
2 O -1.51967 -0.65457 0.28202  C1 1.346
3 H -0.54256 -1.30529 1.96716  C1 1.125
4 H -2.45579 -1.14293 1.99132  C1 1.140
5 H -1.44389 0.36344 2.18243  C1 1.240
6 N 1.00115 -0.78879 -0.71622  C7 1.512, H9 1.107, H10 1.045
7 C 0.97599 0.65346 -0.26347  N6 1.512, N8 1.492, H11 1.127, H12 1.156
8 N 0.99683 1.56737 -1.44232  C7 1.492, H13 1.013, H14 1.051
9 H 0.83151 -0.88521 -1.80635  N6 1.107
10 H 0.05500 -1.12474 -0.42745  N6 1.045
11 H 1.93149 0.50589 0.31542  C7 1.127
12 H -0.07507 0.77509 0.20188  C7 1.156
13 H 0.05176 1.68396 -1.78889  N8 1.013
14 H 1.64745 1.09501 -2.11873  N8 1.051

Löwdin population analysis, charges in e, atoms 1 to 2:
1. C -0.47
2. O -0.46

Order from most stable to least stable according to the calculation: #P, #Q